Here is a 5-piece molecular cluster, C45H39F3I2O2 overall at a distorted geometry from the OMol25 dataset. Energies are from wB97M-V/def2-TZVPD.

Geometry as XYZ:
```
91
Properties=species:S:1:pos:R:3:forces:R:3
C 7.221473 1.140320 -0.424425 0.39 -0.05 -0.23
C 6.962780 -0.353891 -0.399249 -0.29 0.27 0.14
I 6.812301 -1.100851 -2.425312 0.10 -0.02 0.14
C 5.819317 -0.860201 0.555850 0.27 0.11 -0.59
I 4.880330 0.685904 1.757567 0.01 -0.23 0.09
C 4.777440 -1.767609 -0.041218 -0.35 -0.42 -0.09
C 4.925924 -3.134757 0.204987 0.08 0.12 0.13
C 4.039142 -4.088031 -0.274695 -0.18 0.27 -0.26
C 2.948591 -3.682010 -1.025005 -0.08 0.27 -0.13
C 2.758374 -2.327120 -1.263808 0.29 0.17 0.18
C 3.665322 -1.373102 -0.795811 0.30 -0.10 0.24
C 3.381006 0.049043 -1.145284 -0.59 -0.12 -0.06
O 4.217067 0.841175 -1.489857 0.57 0.34 0.10
C 1.936982 0.418117 -1.082835 -0.07 -0.31 0.04
C 1.544473 1.656639 -0.599924 -0.17 -0.30 -0.29
C 0.185030 1.944199 -0.529392 0.44 -0.19 0.06
C -0.735695 0.990227 -0.933060 -0.12 -0.19 -0.05
C -0.357999 -0.264189 -1.425462 0.51 0.26 -0.34
C -1.430378 -1.247322 -1.804112 -0.31 -0.30 0.92
C -2.023049 -1.917576 -0.523857 0.61 0.26 0.85
C -1.526720 -3.308957 -0.340436 -0.79 -0.16 0.41
F -0.207676 -3.535876 -0.469063 0.22 -0.01 -0.82
C -2.313657 -4.341748 -0.060784 0.71 0.53 -0.44
F -2.057795 -5.580708 -0.413342 0.10 -0.47 0.78
F -3.456118 -4.196346 0.579034 -0.68 -0.22 -0.54
C 1.011753 -0.546691 -1.503861 -0.42 0.43 0.18
C 1.570858 -1.832761 -2.021597 0.25 0.22 0.33
O 1.139503 -2.411170 -2.982373 -0.36 -0.40 -0.38
H 8.035194 1.363353 -1.111808 0.06 -0.10 -0.10
H 6.361765 1.716591 -0.744561 -0.17 0.03 0.15
H 7.577721 1.437064 0.561689 -0.24 0.22 0.13
H 7.877356 -0.811784 -0.040168 0.04 -0.25 -0.08
H 6.328527 -1.449821 1.307375 -0.05 0.03 0.22
H 5.772275 -3.448807 0.801251 0.04 -0.10 0.04
H 4.182818 -5.138607 -0.078268 0.12 -0.07 0.12
H 2.213492 -4.370885 -1.412116 0.03 -0.17 -0.02
H 2.301401 2.359940 -0.289673 0.04 0.11 0.02
H -0.108274 2.905683 -0.135474 -0.28 0.02 -0.04
H -1.799127 1.188206 -0.871784 -0.03 0.16 0.06
H -1.052920 -2.039279 -2.436680 -0.01 0.17 -0.42
H -2.253559 -0.717029 -2.275786 0.07 -0.02 -0.32
H -3.107138 -1.939809 -0.547414 -0.12 -0.08 -0.09
H -1.743930 -1.339522 0.361698 -0.07 0.27 -0.07
C -4.654541 1.906157 -4.702670 -0.05 0.06 0.07
C -5.417083 1.634402 -5.829614 0.01 -0.02 -0.01
C -4.884130 0.865291 -6.855597 0.01 -0.02 0.02
C -3.591610 0.367719 -6.751811 -0.02 0.01 0.01
C -2.829279 0.642693 -5.624284 0.02 -0.01 0.00
C -3.362192 1.414589 -4.601331 0.04 -0.06 0.05
H -5.064099 2.498711 -3.894394 -0.03 0.01 -0.02
H -6.425885 2.019931 -5.908779 0.00 0.00 -0.01
H -5.477272 0.650533 -7.735200 0.00 0.00 0.00
H -3.178837 -0.236289 -7.549408 0.00 0.01 0.00
H -1.821266 0.255676 -5.543135 0.00 0.00 0.00
H -2.774176 1.631374 -3.717484 0.04 0.00 -0.02
C -7.881174 1.841096 -1.047957 0.05 -0.05 0.06
C -7.329035 1.253074 -2.177428 -0.02 0.04 -0.05
C -6.569273 0.097440 -2.063286 0.03 -0.02 -0.05
C -6.358020 -0.470683 -0.815550 0.03 0.01 0.02
C -6.901452 0.119171 0.317345 -0.02 0.02 0.06
C -7.664372 1.273942 0.201895 0.01 0.00 -0.04
H -8.476774 2.740260 -1.139931 0.00 0.00 0.00
H -7.490248 1.695464 -3.152546 -0.02 -0.01 0.00
H -6.142264 -0.358255 -2.948120 0.00 0.02 -0.01
H -5.767752 -1.374470 -0.724893 -0.01 -0.01 0.00
H -6.730930 -0.320221 1.292351 0.01 0.01 0.01
H -8.088979 1.732270 1.085816 0.00 -0.01 0.01
C -4.538804 -0.643142 5.705315 0.00 0.00 -0.01
C -5.899027 -0.474718 5.925069 0.00 0.00 0.01
C -6.818323 -1.014589 5.036192 0.01 0.01 0.00
C -6.376171 -1.720361 3.925826 0.00 0.00 -0.03
C -5.015601 -1.882263 3.701474 0.00 0.00 -0.03
C -4.096846 -1.344851 4.592121 0.00 0.01 0.00
H -3.822494 -0.226860 6.401855 0.00 0.01 0.00
H -6.242977 0.077506 6.790125 0.00 -0.01 0.01
H -7.879107 -0.885510 5.208641 0.00 0.00 0.00
H -7.092604 -2.144554 3.233322 0.00 -0.01 0.01
H -4.671026 -2.428824 2.832175 0.00 -0.02 0.01
H -3.035962 -1.472865 4.418964 0.00 -0.01 0.00
C 8.063364 4.253298 3.123219 0.02 0.00 0.00
C 7.454883 3.126096 3.658206 -0.03 0.03 0.01
C 8.064106 2.434396 4.695850 0.01 -0.01 0.00
C 9.283811 2.868118 5.197043 0.00 -0.01 -0.01
C 9.895783 3.991110 4.657329 0.00 0.00 0.00
C 9.285333 4.684453 3.621285 0.00 0.00 -0.01
H 7.585312 4.795314 2.317100 0.00 -0.01 -0.01
H 6.505925 2.783966 3.265923 0.04 0.03 0.01
H 7.587536 1.556509 5.113669 -0.01 0.00 0.00
H 9.758056 2.330323 6.008021 0.00 0.00 0.00
H 10.849290 4.326532 5.044701 0.00 0.00 0.00
H 9.762005 5.561043 3.201631 0.00 0.00 0.00
```
Forces are in eV/Å.

## Properties
Frontier orbital gap ... 8.36 eV
Charge ... 0
LUMO ... -0.647 eV
SMILES string ... C[C@H](I)[C@@H](I)c1cccc2c1C(=O)c1cccc(CCC(F)=C(F)F)c1C2=O.c1ccccc1.c1ccccc1.c1ccccc1.c1ccccc1
Multiplicity ... 1

***

Here is C45H39N5O4ReS4 as an isolated structure from the OMol25 dataset. Energies are from wB97M-V/def2-TZVPD.

Geometry as XYZ:
```
98
Properties=species:S:1:pos:R:3:forces:R:3
Re 0.220271 2.083449 -1.241741 -0.60 0.00 0.57
C -3.665225 -0.367182 -6.204595 0.02 0.02 0.01
C -2.764628 0.586052 -5.469487 -0.03 -0.01 -0.02
C -3.268378 1.757265 -4.902552 -0.04 0.00 0.00
C -2.438208 2.654691 -4.255036 0.03 -0.04 -0.03
C -1.082303 2.364371 -4.167203 -0.05 -0.03 -0.07
C -0.545930 1.208612 -4.725688 -0.07 0.00 0.00
C -1.398271 0.327111 -5.368370 0.02 -0.03 0.00
S -0.017760 3.526489 -3.405774 0.27 -0.02 -0.13
O 1.228397 2.740141 -3.031268 -0.04 -0.10 -0.19
O 0.188696 4.699063 -4.178260 0.05 0.03 0.03
N -0.672779 3.750345 -1.945375 0.04 0.36 0.15
C -0.378442 5.000281 -1.231206 -0.18 -0.21 -0.25
C 0.837293 4.774702 -0.357222 0.13 -0.22 0.06
O 1.428163 5.608520 0.252300 0.03 0.02 0.10
O 1.182444 3.455358 -0.281386 -0.12 0.34 -0.14
H -4.714583 -0.112199 -6.069967 0.01 0.00 0.01
H -3.512441 -1.394103 -5.870081 0.01 0.01 0.00
H -3.448730 -0.341008 -7.273840 0.00 0.01 0.00
H -4.326597 1.973632 -4.979449 0.01 0.00 0.00
H -2.836935 3.562398 -3.820717 0.01 0.00 0.00
H 0.515913 1.011685 -4.663343 0.00 0.02 0.01
H -0.992501 -0.573055 -5.814680 0.00 0.01 0.00
H -1.222343 5.217076 -0.576123 -0.01 0.08 0.00
H -0.227277 5.851299 -1.892294 0.05 0.00 -0.03
N 1.254026 0.396999 -1.096487 0.12 0.03 -0.34
S 1.597261 -0.877852 -0.449011 -0.04 0.01 0.03
N 0.821278 -1.343872 0.895074 -0.03 0.02 0.10
S 0.658227 -0.470768 2.171117 0.02 0.00 -0.01
N -0.643889 0.378281 2.318147 0.02 -0.01 0.07
S -1.653765 0.680938 1.112507 0.07 -0.44 0.47
N -1.142616 1.435444 -0.053705 0.05 0.38 -0.61
C -2.908325 1.541592 1.977638 -0.02 0.21 -0.01
C -4.231773 1.137642 1.895451 0.01 0.08 0.06
C -5.189217 1.904085 2.548556 0.01 -0.04 -0.03
C -4.814170 3.040656 3.246373 0.00 0.03 0.02
C -3.479711 3.434550 3.304069 -0.01 0.01 0.01
C -2.509902 2.688016 2.662895 -0.08 -0.06 0.03
C -2.326949 -0.869560 0.611931 0.00 -0.11 -0.09
C -2.588527 -1.059066 -0.737529 -0.02 -0.07 0.06
C -3.082981 -2.290863 -1.145301 0.00 0.01 -0.02
C -3.310281 -3.291831 -0.212602 -0.01 -0.01 0.02
C -3.046844 -3.079838 1.138292 0.00 -0.01 -0.01
C -2.548196 -1.861042 1.564385 -0.01 0.02 -0.08
C 2.006788 0.605852 2.461784 0.10 0.07 0.03
C 1.889639 1.918587 2.026103 0.05 -0.09 0.11
C 2.990103 2.753156 2.141884 0.05 0.00 0.04
C 4.163611 2.267415 2.702560 0.00 0.01 0.01
C 4.259220 0.948369 3.139248 -0.02 -0.02 0.04
C 3.177989 0.094043 3.018605 0.00 0.08 -0.03
C 0.621372 -1.623565 3.486666 0.04 -0.10 0.06
C 1.141761 -2.895063 3.285439 -0.06 -0.02 0.14
C 1.142734 -3.777479 4.356480 0.01 0.02 -0.03
C 0.641969 -3.376333 5.587005 0.00 -0.01 0.02
C 0.131207 -2.094770 5.766368 -0.01 0.02 0.00
C 0.115720 -1.197867 4.712201 0.03 -0.08 -0.01
C 1.239416 -2.272521 -1.465524 0.03 -0.07 -0.09
C 0.472270 -3.351837 -1.046777 0.03 0.07 -0.09
C 0.240875 -4.379864 -1.951011 0.00 0.01 0.01
C 0.773635 -4.320582 -3.230600 0.00 -0.02 -0.01
C 1.539854 -3.231128 -3.630188 0.01 0.02 -0.01
C 1.776872 -2.192473 -2.747615 -0.05 -0.08 0.01
C 3.322298 -0.972136 -0.106411 0.10 -0.06 0.04
C 3.869205 -2.172400 0.339640 0.04 0.09 -0.01
C 5.222605 -2.210416 0.620439 0.02 0.01 0.01
C 5.999638 -1.066338 0.452112 0.02 0.00 0.00
C 5.434970 0.117138 0.000742 -0.02 -0.01 -0.03
C 4.077677 0.175188 -0.288587 0.05 -0.07 0.01
H -4.518039 0.252383 1.345883 0.00 -0.01 -0.01
H -6.228418 1.607982 2.508234 0.01 0.00 0.00
H -5.567316 3.631024 3.751156 0.01 -0.01 0.00
H -3.198198 4.323193 3.852531 -0.01 0.00 -0.01
H -1.467651 2.979786 2.704055 -0.01 -0.01 -0.01
H -2.411078 -0.263226 -1.448563 0.01 0.00 0.00
H -3.293210 -2.463963 -2.192358 0.00 0.00 0.01
H -3.703541 -4.246902 -0.536094 0.00 0.01 0.00
H -3.234289 -3.865065 1.858442 0.00 0.01 0.00
H -2.335885 -1.683999 2.611674 -0.01 0.01 -0.01
H 0.971160 2.286933 1.594646 0.04 -0.05 0.10
H 2.918496 3.775113 1.792313 0.00 -0.01 0.01
H 5.016594 2.925683 2.806502 -0.01 -0.01 0.00
H 5.178473 0.586332 3.579951 -0.01 0.01 0.00
H 3.245917 -0.932922 3.352397 -0.02 -0.01 0.00
H 1.519416 -3.188076 2.317005 0.01 0.00 -0.01
H 1.533640 -4.777676 4.227382 0.00 0.01 0.00
H 0.648542 -4.069624 6.417721 0.00 0.01 0.00
H -0.256874 -1.794211 6.730078 0.01 -0.01 -0.01
H -0.281749 -0.199280 4.835958 0.01 0.00 -0.02
H 0.052335 -3.382455 -0.051679 0.01 0.01 0.02
H -0.356120 -5.230860 -1.650837 0.01 0.00 0.00
H 0.594573 -5.131488 -3.924258 0.00 0.00 0.01
H 1.954931 -3.193042 -4.628337 0.00 -0.01 0.01
H 2.365978 -1.333810 -3.046628 0.00 0.00 0.01
H 3.257876 -3.061185 0.441764 -0.01 0.01 0.00
H 5.678152 -3.132171 0.956873 0.00 0.01 0.00
H 7.059745 -1.105656 0.665712 0.00 -0.01 0.00
H 6.048879 0.997480 -0.135603 0.00 -0.01 0.00
H 3.614741 1.086223 -0.644929 -0.01 -0.01 -0.01
```
Forces are in eV/Å.

## Properties
Frontier orbital gap (alpha / beta) ... 6.52 / 6.66 eV
Charge ... +2
LUMO (alpha / beta) ... -6.265 / -5.867 eV
ΔE to the lowest compared entry with this formula, charge and spin ... 0.000 eV
Multiplicity ... 2

***

Question: What is the charge in the first record?
Answer: 0

***

Question: Which formula does entry 1 have?
Answer: C45H39F3I2O2

***

Question: Which value of charge does entry 1 give?
Answer: 0